Entry from the Open Molecules 2025 dataset: a molecular structure, C15H33Br2CaN7O2P (the ωB97M-V functional and the def2-TZVPD basis).

As for the relative energy (zero: lowest compared OMol25 entry of this formula, charge and spin): 1.930 eV. The calculation puts the total energy at -7292.0323 hartree. The LUMO energy is -2.57 eV. Its total charge is +1. The frontier orbital gap comes out at 8.053 eV.

XYZ file:
```
61
Properties=species:S:1:pos:R:3:nbo_charge:R:1
Ca -0.782 -0.974 -0.012 1.70
C -3.487 -2.152 -0.942 -0.24
C -3.588 -0.753 -1.573 -0.25
N -2.492 0.148 -1.131 -0.73
C -1.767 0.845 -2.229 -0.24
C -0.936 -0.130 -3.086 -0.25
N -0.098 -1.054 -2.273 -0.72
C -0.201 -2.490 -2.643 -0.23
C -1.596 -3.066 -2.323 -0.25
N -2.093 -2.686 -0.972 -0.72
H -4.186 -2.821 -1.449 0.20
H -3.786 -2.086 0.106 0.23
H -4.560 -0.340 -1.309 0.23
H -3.566 -0.827 -2.661 0.20
H -2.871 0.846 -0.497 0.41
H -1.104 1.581 -1.771 0.21
H -2.449 1.376 -2.894 0.21
H -0.326 0.456 -3.772 0.22
H -1.606 -0.727 -3.706 0.20
H 0.872 -0.771 -2.341 0.39
H 0.556 -3.035 -2.076 0.21
H 0.005 -2.654 -3.704 0.21
H -1.544 -4.147 -2.434 0.22
H -2.312 -2.717 -3.066 0.20
H -2.067 -3.496 -0.364 0.39
N 0.615 -2.786 0.910 -0.91
C 0.366 -2.539 2.380 -0.34
C 0.061 -1.042 2.604 0.75
O 0.800 -0.374 3.308 -0.65
O -0.986 -0.618 1.958 -0.93
H 0.598 -3.785 0.737 0.38
H 1.573 -2.502 0.716 0.38
H 1.212 -2.815 2.999 0.21
H -0.512 -3.105 2.682 0.22
Br -3.731 -1.674 3.027 0.02
C -3.261 0.108 3.635 -0.50
Br -3.350 1.485 2.277 0.02
H -2.249 0.085 4.009 0.24
H -3.987 0.376 4.387 0.24
C 2.491 3.933 0.280 -0.07
N 2.093 3.328 1.550 -0.45
C 3.254 2.654 2.140 -0.08
N 3.878 1.674 1.241 -0.45
C 4.220 2.331 -0.019 -0.07
N 3.081 2.983 -0.672 -0.46
C 2.095 2.003 -1.129 -0.51
P 1.374 0.994 0.261 0.56
C 0.963 2.416 1.390 -0.50
C 3.009 0.519 1.032 -0.50
H 3.239 4.698 0.487 0.21
H 1.624 4.411 -0.179 0.20
H 2.947 2.152 3.056 0.21
H 3.999 3.410 2.381 0.21
H 4.656 1.600 -0.700 0.19
H 4.967 3.097 0.189 0.21
H 2.566 1.337 -1.857 0.21
H 1.288 2.529 -1.645 0.21
H 0.661 1.998 2.349 0.26
H 0.112 2.959 0.977 0.22
H 3.512 -0.195 0.377 0.21
H 2.805 0.031 1.984 0.25
```